# 1
C3H5NO2 | ωB97M-V/def2-TZVPD

Geometry as ORCA input:
```
! wB97M-V def2-TZVPD RIJCOSX def2/J DEFGRID3
* xyz 0 1
C -1.29 -0.70 0.82
C -0.34 0.31 0.25
N -0.67 1.46 -0.11
O 0.96 -0.23 0.19
C 1.73 -0.02 -0.90
O 1.49 0.70 -1.83
H -1.33 -0.64 1.91
H -1.00 -1.71 0.54
H -2.29 -0.48 0.43
H 0.12 1.98 -0.49
H 2.62 -0.66 -0.81
*
```

The calculation puts the HOMO-LUMO gap at 11.4 eV. The calculation puts the energy above the lowest of the compared OMol25 structures with the same formula, charge and spin at 85.8 kJ/mol. The value obtained for the HOMO energy is -0.3886 Ha.

# 2
C4H10N4 | ωB97M-V/def2-TZVPD

Geometry as ORCA input:
```
! wB97M-V def2-TZVPD RIJCOSX def2/J DEFGRID3
* xyz 2 1
C 0.96 0.91 0.74
C -1.18 -0.34 -0.80
C -1.41 1.17 0.99
C 1.17 -0.44 0.48
N -0.12 1.48 1.21
N -1.94 0.37 -0.04
N -1.45 -0.91 -1.95
N 2.52 -0.85 0.00
H 1.66 1.74 0.46
H -1.68 0.70 2.02
H -1.89 2.13 1.03
H 0.68 -1.14 1.11
H -2.97 0.35 -0.08
H -0.81 -1.64 -2.23
H -2.25 -0.89 -2.57
H 2.63 0.02 -0.66
H 2.77 -1.86 -0.41
H 3.32 -0.80 0.69
*
```

The calculation puts the HOMO-LUMO gap (spin up / spin down) at 7.7 / 7.6 eV. The calculation puts the energy above the lowest of the compared OMol25 structures with the same formula, charge and spin at 525.2 kJ/mol. The value obtained for the HOMO energy (spin up / spin down) is -0.6489 / -0.6497 Ha.

# 3
C43H42Cl3N4O5PdS | ωB97M-V/def2-TZVPD

Geometry as ORCA input:
```
! wB97M-V def2-TZVPD RIJCOSX def2/J DEFGRID3
* xyz -1 3
Pd -1.37 -1.30 0.03
C -2.22 -5.81 -1.03
O -1.38 -6.21 0.03
C -1.42 -5.54 1.23
C -1.36 -6.32 2.36
C -1.35 -5.76 3.63
C -1.43 -4.40 3.75
C -1.49 -3.55 2.62
C -1.59 -2.14 2.94
N -1.65 -1.17 2.11
N -1.81 0.11 2.62
C -1.76 1.02 1.67
O -1.51 0.85 0.43
C -2.04 2.42 2.11
C -2.12 2.78 3.45
C -2.42 4.09 3.81
C -2.64 5.05 2.83
C -2.56 4.69 1.49
C -2.26 3.39 1.13
C -1.45 -4.10 1.30
O -1.43 -3.44 0.19
H -2.24 -6.65 -1.72
H -3.24 -5.62 -0.67
H -1.86 -4.91 -1.53
H -1.32 -7.39 2.21
H -1.31 -6.39 4.51
H -1.45 -3.94 4.73
H -1.63 -1.89 4.00
H -1.95 2.02 4.20
H -2.48 4.36 4.86
H -2.88 6.06 3.11
H -2.74 5.43 0.72
H -2.20 3.09 0.09
Cl 0.82 4.89 4.80
C 1.68 3.86 3.70
C 1.19 3.63 2.43
C 1.93 2.83 1.57
C 3.14 2.26 1.95
C 3.92 1.41 0.97
C 3.92 -0.08 1.34
N 2.79 -0.76 0.75
C 2.81 -1.49 -0.42
C 1.54 -1.94 -0.60
N 0.75 -1.48 0.42
C 1.52 -0.76 1.20
O 5.26 1.86 0.86
C 5.52 2.56 -0.34
C 5.43 1.68 -1.55
C 6.23 0.58 -1.76
Cl 7.49 0.03 -0.74
S 5.85 -0.25 -3.21
C 4.61 0.88 -3.58
C 4.50 1.83 -2.62
C 3.58 2.49 3.25
Cl 5.05 1.79 3.86
C 2.87 3.29 4.13
H 0.24 4.05 2.12
H 1.55 2.64 0.58
H 3.42 1.48 -0.01
H 3.91 -0.23 2.42
H 4.83 -0.54 0.95
H 3.71 -1.63 -0.98
H 1.13 -2.55 -1.39
H 1.21 -0.26 2.10
H 6.53 2.96 -0.22
H 4.83 3.41 -0.45
H 4.03 0.76 -4.47
H 3.77 2.63 -2.65
H 3.24 3.47 5.13
C -4.22 -1.33 -0.59
C -4.23 -1.34 -2.13
C -3.83 -2.72 -2.66
C -3.42 -0.21 -2.75
C -4.11 0.83 -3.35
C -3.46 1.88 -3.98
C -2.07 1.86 -4.02
C -1.34 0.85 -3.42
C 0.17 0.92 -3.46
C 0.81 -0.36 -4.00
C 0.74 1.28 -2.08
C -2.01 -0.20 -2.72
O -1.31 -1.14 -2.12
H -5.16 -1.71 -0.19
H -4.07 -0.32 -0.19
H -3.45 -2.00 -0.20
H -5.26 -1.16 -2.45
H -2.81 -2.95 -2.38
H -3.91 -2.76 -3.75
H -4.49 -3.48 -2.24
H -5.20 0.81 -3.33
H -4.02 2.69 -4.44
H -1.54 2.66 -4.53
H 0.43 1.73 -4.14
H 0.52 -1.21 -3.38
H 1.90 -0.28 -4.01
H 0.47 -0.56 -5.02
H 0.54 0.48 -1.37
H 0.25 2.18 -1.70
H 1.82 1.44 -2.14
*
```

The calculation puts the HOMO-LUMO gap (spin up / spin down) at 6.0 / 6.3 eV. The calculation puts the energy above the lowest of the compared OMol25 structures with the same formula, charge and spin at 3.2 kJ/mol. Its expectation value of S² is 2.005. The value obtained for the HOMO energy (spin up / spin down) is -0.1491 / -0.1600 Ha.

# 4
CH3N2O3S | ωB97M-V/def2-TZVPD

Geometry as ORCA input:
```
! wB97M-V def2-TZVPD RIJCOSX def2/J DEFGRID3
* xyz 1 1
C -1.55 2.65 -0.25
N -1.61 1.50 -0.24
N 0.15 -1.75 0.32
O -3.56 -0.72 0.24
O 0.68 -1.07 -0.73
O -1.29 -1.53 0.47
S -2.32 -0.74 -0.43
H -1.45 3.70 -0.13
H 0.55 -1.43 1.26
H 0.99 -1.90 -1.23
*
```

The calculation puts the HOMO-LUMO gap (spin up / spin down) at 9.0 / 9.0 eV. The calculation puts the energy above the lowest of the compared OMol25 structures with the same formula, charge and spin at 233.3 kJ/mol. The value obtained for the HOMO energy (spin up / spin down) is -0.5587 / -0.5587 Ha.

# 5
C2H7N3 | ωB97M-V/def2-TZVPD

Geometry as ORCA input:
```
! wB97M-V def2-TZVPD RIJCOSX def2/J DEFGRID3
* xyz 0 1
N 0.54 0.33 1.04
N 1.24 0.48 -0.25
N 0.77 -1.02 1.44
H -0.55 0.32 0.48
H 1.87 -0.31 -0.42
H 1.81 1.33 -0.21
H 0.92 -1.03 2.44
H -0.02 -1.62 1.18
C -1.39 0.30 -0.85
C -2.36 0.38 -1.57
H -3.14 0.41 -2.29
H 0.31 0.42 -1.00
*
```

The calculation puts the HOMO-LUMO gap at 9.7 eV. The calculation puts the energy above the lowest of the compared OMol25 structures with the same formula, charge and spin at 572.1 kJ/mol. The value obtained for the HOMO energy is -0.3275 Ha.

# 6
C11H18N2O3 | ωB97M-V/def2-TZVPD

Geometry as ORCA input:
```
! wB97M-V def2-TZVPD RIJCOSX def2/J DEFGRID3
* xyz 0 1
C -3.51 -2.26 -0.23
C -2.24 -2.41 0.60
C -1.54 -1.08 0.90
H -2.21 -0.42 1.46
H -0.67 -1.29 1.53
C -1.04 -0.32 -0.35
N -2.06 0.55 -0.90
C -2.29 1.80 -0.46
O -3.29 2.45 -0.69
N -1.24 2.35 0.27
C 0.02 1.80 0.33
C 0.18 0.50 -0.01
C 1.44 -0.24 -0.07
O 1.50 -1.40 -0.42
O 2.52 0.47 0.30
C 3.77 -0.20 0.24
C 4.35 -0.18 -1.17
H 5.33 -0.65 -1.17
H 3.70 -0.73 -1.85
H 4.45 0.84 -1.53
H 3.64 -1.24 0.57
H 4.42 0.34 0.93
C 1.11 2.73 0.77
H 1.85 2.84 -0.02
H 0.70 3.71 1.01
H 1.62 2.33 1.64
H -1.36 3.32 0.52
H -2.84 0.11 -1.38
H -0.76 -1.06 -1.11
H -1.53 -3.06 0.07
H -2.48 -2.88 1.55
H -4.05 -3.21 -0.25
H -3.28 -1.99 -1.26
H -4.17 -1.51 0.20
*
```

The calculation puts the HOMO-LUMO gap at 9.4 eV. The calculation puts the energy above the lowest of the compared OMol25 structures with the same formula, charge and spin at 90.5 kJ/mol. The value obtained for the HOMO energy is -0.3191 Ha.

# 7
C24H33N7O4PRu | ωB97M-V/def2-TZVPD

Geometry as ORCA input:
```
! wB97M-V def2-TZVPD RIJCOSX def2/J DEFGRID3
* xyz 2 6
Ru 0.36 0.46 -0.17
O -1.03 -1.29 -0.88
C -0.76 -2.53 -1.03
C -1.64 -3.37 -1.79
C -1.33 -4.67 -2.07
C -0.13 -5.24 -1.63
C 0.72 -4.49 -0.85
C 0.42 -3.16 -0.51
C 1.28 -2.51 0.42
N 1.09 -1.35 0.94
C 1.94 -0.90 2.01
C 1.20 0.19 2.79
N 1.02 1.32 1.91
C 1.60 2.42 2.20
C 1.53 3.65 1.47
C 2.19 4.77 1.98
C 2.11 6.01 1.37
C 1.31 6.15 0.23
C 0.65 5.07 -0.31
C 0.77 3.77 0.25
O 0.21 2.77 -0.34
H -2.58 -2.94 -2.12
H -2.02 -5.27 -2.65
H 0.12 -6.25 -1.88
H 1.62 -4.93 -0.45
H 2.13 -3.12 0.77
H 2.87 -0.47 1.59
H 2.22 -1.73 2.67
H 1.77 0.45 3.69
H 0.20 -0.18 3.07
H 2.19 2.48 3.12
H 2.78 4.66 2.88
H 2.65 6.85 1.76
H 1.22 7.12 -0.24
H 0.07 5.18 -1.21
C 4.57 0.38 -2.59
O 3.51 0.11 -3.51
C 2.29 0.02 -3.01
O 2.04 0.14 -1.80
N 1.36 -0.21 -3.95
N 0.00 -0.46 -3.68
H 5.49 0.29 -3.17
H 4.57 -0.35 -1.78
H 4.48 1.38 -2.18
H 1.63 -0.24 -4.92
H -0.19 -1.45 -3.88
H -0.14 -0.33 -2.66
C -3.36 2.08 -3.96
N -4.09 1.38 -2.82
C -4.73 2.47 -1.97
N -3.77 3.38 -1.51
C -3.08 4.01 -2.62
N -2.43 3.02 -3.46
C -1.28 2.41 -2.82
P -1.75 1.53 -1.23
C -3.17 0.55 -2.01
C -2.86 2.85 -0.52
H -4.11 2.59 -4.56
H -2.85 1.32 -4.56
H -4.83 0.78 -3.22
H -5.24 1.98 -1.13
H -5.46 2.98 -2.60
H -2.33 4.70 -2.23
H -3.80 4.57 -3.22
H -0.54 3.17 -2.59
H -0.83 1.69 -3.52
H -3.74 0.09 -1.19
H -2.76 -0.25 -2.63
H -2.25 3.66 -0.12
H -3.43 2.42 0.31
*
```

The calculation puts the HOMO-LUMO gap (spin up / spin down) at 8.2 / 5.4 eV. The calculation puts the energy above the lowest of the compared OMol25 structures with the same formula, charge and spin at 125.3 kJ/mol. Its expectation value of S² is 8.773. The value obtained for the HOMO energy (spin up / spin down) is -0.4797 / -0.4744 Ha.

# 8
C24H44ClN8 | ωB97M-V/def2-TZVPD

Geometry as ORCA input:
```
! wB97M-V def2-TZVPD RIJCOSX def2/J DEFGRID3
* xyz 2 2
C 1.05 4.07 3.50
C 1.68 2.64 3.84
N 0.91 1.91 4.88
C 1.40 1.56 6.14
C 0.43 0.71 6.69
N -0.66 0.67 5.78
C -0.35 1.47 4.71
C -1.97 0.03 5.88
H 1.28 4.75 4.32
H -0.02 4.03 3.32
H 1.55 4.48 2.62
H 2.72 2.87 4.11
H 1.79 2.02 2.96
H 2.39 1.78 6.50
H 0.44 0.15 7.62
H -0.81 1.53 3.74
H -2.51 0.56 6.66
H -1.82 -1.01 6.16
H -2.59 0.27 5.02
C 4.36 4.91 -1.66
C 4.10 3.58 -2.41
N 3.19 2.79 -1.65
C 1.94 2.47 -1.86
C 1.49 1.51 -0.89
N 2.55 1.26 -0.05
C 3.57 2.10 -0.51
C 2.60 0.34 1.03
H 4.11 4.65 -0.63
H 3.77 5.80 -1.91
H 5.42 5.13 -1.63
H 4.95 2.94 -2.67
H 3.68 3.85 -3.38
H 1.53 2.91 -2.76
H 0.56 0.99 -0.72
H 4.51 2.25 -0.01
H 3.11 -0.57 0.70
H 1.58 0.05 1.28
H 3.06 0.73 1.93
C -1.90 -0.19 -2.73
C -1.05 -1.48 -2.80
N 0.40 -1.22 -3.01
C 1.43 -1.54 -2.12
C 2.61 -1.10 -2.73
N 2.26 -0.47 -3.92
C 0.88 -0.50 -4.08
C 3.13 -0.06 -4.97
H -2.97 -0.36 -2.65
H -1.79 0.35 -3.67
H -1.57 0.56 -2.00
H -1.49 -2.18 -3.51
H -1.29 -1.92 -1.83
H 1.16 -1.86 -1.12
H 3.67 -1.20 -2.53
H 0.27 -0.08 -4.87
H 4.10 -0.56 -4.95
H 3.12 1.01 -4.79
H 2.73 -0.37 -5.94
C -5.65 -4.49 -3.10
C -5.12 -4.95 -1.77
N -4.40 -3.95 -1.01
C -4.73 -2.62 -0.73
C -3.78 -2.06 0.06
N -2.96 -3.04 0.52
C -3.34 -4.22 -0.16
C -1.94 -2.97 1.52
H -6.36 -3.67 -3.16
H -6.25 -5.32 -3.48
H -4.84 -4.21 -3.77
H -4.54 -5.86 -1.92
H -5.87 -5.29 -1.05
H -5.62 -2.27 -1.24
H -3.67 -1.10 0.54
H -2.77 -5.14 -0.06
H -1.81 -1.91 1.72
H -1.00 -3.49 1.33
H -2.36 -3.50 2.38
Cl -1.64 1.03 0.95
*
```

The calculation puts the HOMO-LUMO gap (spin up / spin down) at 3.2 / 7.0 eV. The calculation puts the energy above the lowest of the compared OMol25 structures with the same formula, charge and spin at 0.0 kJ/mol. Its expectation value of S² is 0.758. The value obtained for the HOMO energy (spin up / spin down) is -0.2887 / -0.4301 Ha.

Which value of energy above the lowest of the compared OMol25 structures with the same formula, charge and spin does entry 8 give? 0.0 kJ/mol

Among the records above, which one has the lowest energy above the lowest of the compared OMol25 structures with the same formula, charge and spin? C24H44ClN8

Among the records above, which one has the highest energy above the lowest of the compared OMol25 structures with the same formula, charge and spin? C2H7N3

Copy entry 4 word for word.
CH3N2O3S | ωB97M-V/def2-TZVPD

Geometry as ORCA input:
```
! wB97M-V def2-TZVPD RIJCOSX def2/J DEFGRID3
* xyz 1 1
C -1.55 2.65 -0.25
N -1.61 1.50 -0.24
N 0.15 -1.75 0.32
O -3.56 -0.72 0.24
O 0.68 -1.07 -0.73
O -1.29 -1.53 0.47
S -2.32 -0.74 -0.43
H -1.45 3.70 -0.13
H 0.55 -1.43 1.26
H 0.99 -1.90 -1.23
*
```

The calculation puts the HOMO-LUMO gap (spin up / spin down) at 9.0 / 9.0 eV. The calculation puts the energy above the lowest of the compared OMol25 structures with the same formula, charge and spin at 233.3 kJ/mol. The value obtained for the HOMO energy (spin up / spin down) is -0.5587 / -0.5587 Ha.